68
Properties=species:S:1:pos:R:3:nbo_charge:R:1 method="wB97M-V/def2-TZVPD" relative_energy_ev=19.398 e_lumo_ev=0.4 orbital_gap_ha=0.3076 homo_ev=-7.96 charge=0 multiplicity=1
C -0.96 -3.49 -0.87 -0.2746
O -0.60 -2.08 -0.58 -0.5153
C -1.60 -1.60 0.25 0.2796
C -2.68 -2.39 0.76 -0.2527
C -3.61 -1.59 1.80 -0.1684
C -3.47 -0.27 2.14 -0.0461
C -4.23 0.53 2.81 -0.6598
C -2.35 0.52 1.21 -0.1889
C -1.54 -0.17 0.39 0.1595
N -0.35 0.43 -0.14 -0.4759
C -0.26 0.73 -1.45 0.7104
O 0.75 0.96 -2.08 -0.6398
C -1.37 0.04 -2.48 -0.3081
N -2.67 0.62 -1.80 -0.6698
C -3.67 -0.42 -1.81 0.6455
O -3.60 -1.60 -1.92 -0.5758
C -4.83 -0.08 -0.97 0.2215
C -6.05 -0.64 -0.60 -0.2601
C -6.73 0.46 -0.09 -0.2575
C -6.16 1.57 0.12 0.0786
O -4.99 1.37 -0.69 -0.4944
C 0.73 1.01 0.75 -0.1285
C 1.56 -0.20 1.03 0.6379
O 1.86 -1.01 2.15 -0.7465
N 2.20 -0.57 0.05 -0.5627
C 3.28 -1.83 -0.18 -0.1620
C 4.73 -1.33 0.48 0.0737
C 5.77 -2.21 0.26 -0.4472
C 6.95 -1.53 -0.34 -0.4728
C 6.29 -0.55 -0.96 -0.0794
O 5.20 0.03 -0.02 -0.5467
C 1.25 2.13 0.49 -0.1698
C 0.53 3.19 0.13 -0.1296
C 1.04 4.57 -0.34 -0.1963
C 2.37 4.62 -0.42 -0.2188
C 3.26 3.63 0.06 -0.1973
C 2.68 2.23 0.36 -0.1267
H -0.07 -3.74 -1.68 0.1984
H -0.94 -4.29 -0.06 0.2000
H -1.93 -3.45 -1.31 0.2077
H -2.84 -3.34 0.80 0.1970
H -4.35 -2.13 2.27 0.1919
H -5.27 0.25 2.89 0.2392
H -4.21 1.68 2.64 0.2346
H -4.14 0.41 4.04 0.2200
H -2.02 1.54 1.78 0.2229
H -1.13 0.78 -3.32 0.2329
H -1.38 -1.04 -2.59 0.2656
H -2.87 1.64 -1.76 0.4422
H -6.29 -1.56 -0.72 0.2217
H -7.82 0.30 0.44 0.1968
H -6.49 2.58 0.55 0.2371
H 0.26 1.07 1.79 0.2674
H 2.13 -0.09 -0.97 0.4369
H 3.39 -1.92 -1.31 0.2031
H 3.11 -2.61 0.36 0.1930
H 4.56 -1.06 1.50 0.2155
H 5.85 -2.63 1.40 0.2311
H 5.43 -3.08 -0.31 0.2147
H 7.71 -2.16 -1.02 0.2405
H 7.49 -1.14 0.53 0.2212
H 6.96 0.34 -1.13 0.2084
H 5.82 -0.90 -2.09 0.1664
H -0.59 3.13 0.08 0.1919
H 0.37 5.29 -0.28 0.2078
H 2.84 5.61 -0.74 0.2038
H 4.35 3.93 0.07 0.2257
H 3.34 1.49 0.64 0.2288